[1]
A 2-piece molecular cluster, C10H17BrF5N4O5S overall in a non-equilibrium geometry. Source: the OMol25 dataset; level of theory: ωB97M-V/def2-TZVPD.

```
43
Properties=species:S:1:pos:R:3:forces:R:3
N 5.8333 -0.4571 2.0398 -0.6 0.5 -3.1
C 5.6970 -0.3369 0.7365 -0.2 -1.2 2.3
N 5.1522 -1.5257 0.0132 0.3 2.4 -0.1
N 6.0323 0.8834 -0.0063 -1.6 -1.4 0.7
C 5.2372 2.0584 0.4717 -0.5 0.8 -0.8
C 3.7674 1.9554 -0.2031 0.3 0.7 -0.5
C 2.6469 2.8109 0.5584 -0.3 -0.1 -1.0
C 1.2287 2.0517 0.7100 1.6 0.4 3.1
N 0.3420 2.2115 -0.5025 1.8 -0.3 0.3
Br 0.8624 1.0781 -1.9504 -0.2 0.0 -0.1
S -1.3825 2.0841 -0.1645 -7.6 7.1 -0.9
O -1.8173 2.8701 1.0386 2.9 -3.5 -2.1
O -2.0697 2.7261 -1.3457 3.1 -3.0 2.4
C -2.0117 0.3267 -0.0992 -0.4 -4.4 -1.2
F -0.9974 -0.6292 0.1587 -1.7 2.4 -0.5
F -2.6092 -0.0359 -1.3298 1.8 1.4 2.7
C -3.1461 0.0814 1.0193 -0.9 -0.4 2.3
F -2.5670 0.1644 2.2907 -1.0 -0.1 -2.9
F -3.5874 -1.2483 0.8524 1.0 3.6 0.2
F -4.1868 0.9919 0.9719 2.4 -2.3 -0.4
H 5.5273 -1.4171 2.2961 0.4 0.8 -0.2
H 5.0498 -1.3252 -0.9896 0.0 -0.3 0.5
H 4.2201 -1.6723 0.4188 0.5 -0.2 -0.4
H 5.6976 0.7001 -0.9704 0.7 0.3 0.7
H 5.2090 2.1678 1.5995 0.1 -0.6 -1.4
H 5.7185 3.0174 0.0568 -0.6 -1.5 0.7
H 3.4663 0.8616 -0.3752 0.4 1.5 0.7
H 3.8952 2.3956 -1.2607 -0.3 -0.7 1.5
H 2.4140 3.7638 -0.0403 0.4 -1.1 0.9
H 3.0568 3.1698 1.5650 -1.0 -0.8 -1.2
H 0.7046 2.5721 1.5935 0.3 -0.7 -1.5
H 1.3607 0.9560 1.0299 -0.4 1.5 -1.0
H 0.4830 3.1807 -0.8779 -0.5 -0.5 0.3
C -5.8666 -2.8467 -0.3690 0.0 0.6 0.4
C -5.4106 -3.3467 -1.7076 0.3 0.3 -0.6
O -5.6339 -4.7462 -1.6188 -0.2 0.1 0.3
C -6.5969 -4.9405 -0.6745 -0.6 -1.1 0.2
O -7.1380 -5.9832 -0.4694 0.4 0.8 -0.1
O -6.8608 -3.7892 0.0041 0.2 -0.2 -0.3
H -6.2858 -1.8406 -0.4198 -0.1 -0.1 0.1
H -5.0688 -2.8619 0.3772 -0.1 -0.1 -0.1
H -6.0081 -2.9442 -2.5307 0.0 0.0 0.1
H -4.3575 -3.1323 -1.8968 -0.1 -0.2 0.0
```
Forces are in eV/Å.

Values from the calculation:
LUMO energy in eV: -6.64
Charge: +1
F_max in eV Å⁻¹: 10.4
E_HOMO in eV: -12.23
Molecular weight in g/mol: 480.2
Kohn-Sham gap in eV: 5.6
Spin multiplicity: 1

Atom charges from the Mulliken analysis, given in e for atoms 1 to 2: N -0.643; C 0.485

---

[2]
A 2-piece molecular cluster, C3H9NOS overall in a non-equilibrium geometry. Source: the OMol25 dataset; level of theory: ωB97M-V/def2-TZVPD.

```
15
Properties=species:S:1:pos:R:3:forces:R:3
N -2.2354 -1.3420 0.7023 0.0 -0.1 0.0
C -2.3510 -0.0095 0.5101 0.2 0.3 -1.1
O -3.2050 0.5257 -0.1601 -0.2 -0.1 0.1
H -1.4601 -1.6963 1.2360 0.0 -0.1 -0.2
H -2.7393 -1.9491 0.0688 0.0 0.0 0.4
H -1.4989 0.5766 0.8713 0.0 0.0 0.7
C 1.9673 -0.0117 -1.2407 0.6 -0.2 0.0
C 1.3050 0.8979 -0.2212 -0.5 -0.9 0.0
S 1.4683 0.2147 1.4648 0.5 -0.2 0.0
H 3.0467 -0.1281 -1.1403 0.1 0.2 0.3
H 1.5536 -1.0155 -1.1754 -0.2 0.0 -0.1
H 1.8075 0.3769 -2.2408 -0.2 0.0 -0.2
H 0.2460 0.7743 -0.4238 -0.2 0.7 -0.2
H 1.6421 1.9244 -0.2857 -0.1 0.1 0.1
H 0.4532 0.8617 2.0347 -0.1 0.2 0.0
```
Forces are in eV/Å.

Values from the calculation:
LUMO energy in eV: 0.69
Charge: 0
F_max in eV Å⁻¹: 1.2
E_HOMO in eV: -9.39
Molecular weight in g/mol: 107.2
Energy relative to the best compared isomer or geometry (same formula, charge and spin) in kcal/mol: 9.86
Kohn-Sham gap in eV: 10.1
Spin multiplicity: 1

Atom charges from the Mulliken analysis, given in e for atoms 1 to 2: N -0.358; C 0.172

---

[3]
C19H32BeCl2F2LiN4O9PS as an isolated structure in a non-equilibrium geometry. Source: the OMol25 dataset; level of theory: ωB97M-V/def2-TZVPD.

```
72
Properties=species:S:1:pos:R:3:forces:R:3
C 6.5601 -2.8565 -3.8179 -1.1 -0.1 -1.8
N 5.4542 -2.1670 -4.5990 -2.2 1.6 4.0
C 5.6719 -0.6959 -4.6953 1.7 1.2 -1.0
C 4.2253 -2.5280 -4.0049 1.0 -1.3 -2.4
O 4.0897 -3.7910 -3.8299 1.1 0.3 1.9
C 3.0283 -1.5752 -3.5806 -0.1 0.4 1.1
N 2.0426 -1.3201 -4.7097 -1.4 -0.5 1.2
P 1.2760 -2.8339 -5.2587 -3.0 -0.5 -6.9
O 0.4458 -2.5524 -6.5403 0.6 -0.5 4.2
S 0.7701 -0.3784 -4.0199 -0.5 4.4 3.2
O 1.3208 0.9728 -3.6467 -1.2 -3.8 -1.9
O 0.1347 -0.9885 -2.8047 0.1 0.4 -2.6
F -0.4551 -0.0978 -5.1133 2.9 -1.1 1.9
H 7.4663 -2.2001 -3.6587 -1.3 -0.9 -0.5
H 6.8357 -3.8016 -4.4039 0.0 1.3 0.5
H 6.1934 -3.1476 -2.7662 0.3 0.7 -0.7
H 6.4943 -0.5458 -5.4847 -1.3 -0.2 1.1
H 4.7778 -0.1067 -5.0676 0.9 -1.1 0.5
H 6.1190 -0.2583 -3.7294 -1.0 -0.6 -1.2
H 2.4919 -2.0796 -2.6953 1.0 0.4 -1.3
H 3.3457 -0.5492 -3.2046 0.1 -1.4 -0.6
H 0.2947 -3.2451 -4.2716 1.2 0.4 0.2
H 2.2083 -3.8703 -5.5823 0.0 0.7 1.3
O -2.8908 -0.5531 -1.5458 0.3 -0.1 -0.5
H -2.8340 -0.1927 -0.6023 -1.1 -1.0 -0.1
H -3.4399 -1.3783 -1.5814 0.0 0.1 0.2
H -1.9870 -0.7011 -1.9438 0.0 -0.3 -0.3
Cl 8.5925 -4.0360 -2.8082 -0.3 -2.1 1.0
C 1.0819 0.8111 0.3232 0.5 -0.3 -0.2
C 0.9949 -0.5481 0.9728 0.1 -1.1 0.6
O 1.4116 -1.5543 0.4178 0.0 0.4 -0.3
N 0.4324 -0.6313 2.2074 0.0 0.3 -0.8
C -0.1164 0.4372 3.0250 -0.2 -0.4 0.3
H 1.5503 0.7144 -0.6563 -0.2 -0.1 0.0
H 0.0795 1.2246 0.1873 0.6 0.7 0.1
H 1.6876 1.4846 0.9317 -0.4 0.2 0.0
H 0.4098 -1.5740 2.5741 0.0 0.1 0.0
H 0.4293 0.4622 3.9694 -0.1 0.3 0.0
H -1.1663 0.2107 3.2276 0.0 0.2 0.2
H -0.0417 1.4098 2.5390 0.1 0.0 0.1
Li -1.5319 0.8528 0.0843 0.4 0.6 1.1
C -0.6733 5.2354 2.8328 0.0 -0.1 0.0
C -0.5482 5.9263 4.0331 0.0 0.0 0.0
C 0.6505 5.8863 4.7378 0.0 -0.1 -0.1
C 1.7283 5.1627 4.2370 -0.1 0.0 0.0
C 1.6047 4.4747 3.0349 0.0 -0.1 0.0
C 0.4028 4.5074 2.3348 0.0 0.0 0.2
H -1.6093 5.2642 2.2853 0.1 0.0 0.1
H -1.3859 6.4959 4.4202 0.1 -0.1 0.0
H 0.7454 6.4198 5.6768 0.0 0.0 -0.1
H 2.6641 5.1357 4.7840 -0.1 0.0 0.0
H 2.4461 3.9117 2.6435 0.0 0.1 0.0
H 0.3051 3.9657 1.3987 0.0 0.1 0.0
C -4.2023 0.2748 2.8025 -0.1 0.2 -0.2
C -5.3091 0.3899 3.6296 0.0 0.3 0.1
C -5.9133 -0.7541 4.1419 0.3 0.0 -0.1
C -5.4000 -2.0158 3.8322 -0.1 0.4 0.2
C -4.2864 -2.1294 3.0048 0.8 1.9 -0.5
C -3.6950 -0.9877 2.4902 -0.7 -0.2 0.3
H -3.7286 1.1698 2.3965 0.1 0.1 0.0
H -5.7041 1.3693 3.8753 -0.1 -0.1 -0.1
H -6.7834 -0.6652 4.7825 0.0 0.1 -0.1
H -5.8667 -2.9050 4.2335 0.2 0.0 -0.2
H -3.8780 -3.1272 2.7579 -0.5 -0.3 0.2
H -2.8210 -1.0754 1.8327 0.5 0.1 -0.1
N -9.0812 0.9232 2.8085 -0.3 -0.1 0.0
O -8.6513 0.4848 1.7290 0.2 0.0 -0.2
O -10.2250 0.6333 3.1840 0.0 0.0 0.0
O -8.3621 1.6532 3.5112 0.3 0.2 0.2
F -4.6894 -4.3310 3.0848 0.1 -2.0 -0.3
Be 5.7882 -4.8380 -3.0726 0.5 2.6 -1.2
Cl 3.0250 -2.2775 -7.2799 1.4 0.0 0.4
```
Forces are in eV/Å.

Values from the calculation:
LUMO energy in eV: -5.74
Charge: 0
F_max in eV Å⁻¹: 7.5
E_HOMO in eV: -6.58
Molecular weight in g/mol: 648.4
Kohn-Sham gap in eV: 0.8
Spin multiplicity: 1

Atom charges from the Mulliken analysis, given in e for atoms 1 to 2: C -1.001; N 0.270

---

[4]
A 2-piece molecular cluster, C4H9NO2 overall in a non-equilibrium geometry. Source: the OMol25 dataset; level of theory: ωB97M-V/def2-TZVPD.

```
16
Properties=species:S:1:pos:R:3:forces:R:3
C 1.7992 -0.4152 -1.5531 0.0 -0.1 -0.1
N 1.9443 0.5677 -0.5363 0.0 0.8 0.8
C 1.9565 1.3448 0.3349 0.3 -0.6 -1.0
O -0.2485 0.6362 1.7620 0.0 0.2 0.2
C -1.2318 0.7928 0.7546 -0.2 0.0 -0.2
C -1.7398 -0.5996 0.3854 -0.3 0.2 0.1
O -0.6445 -1.4640 0.1539 0.1 0.0 0.2
H 0.9183 -1.0192 -1.3102 0.2 0.1 -0.1
H 1.6674 0.0835 -2.5155 0.0 -0.1 0.1
H 2.6965 -1.0360 -1.5770 -0.1 0.0 -0.1
H 0.5077 1.2249 1.5723 -0.4 -0.2 0.2
H -2.0595 1.4131 1.1235 0.1 -0.1 -0.1
H -0.8112 1.2742 -0.1396 0.0 -0.1 0.2
H -2.3744 -0.9957 1.1921 0.1 0.1 -0.1
H -2.3423 -0.5627 -0.5292 0.1 0.0 0.2
H -0.0380 -1.2449 0.8823 0.0 -0.1 -0.1
```
Forces are in eV/Å.

Values from the calculation:
LUMO energy in eV: 0.86
Charge: 0
F_max in eV Å⁻¹: 1.2
E_HOMO in eV: -10.30
Molecular weight in g/mol: 103.1
Energy relative to the best compared isomer or geometry (same formula, charge and spin) in kcal/mol: 63.38
Kohn-Sham gap in eV: 11.2
Spin multiplicity: 1

Atom charges from the Mulliken analysis, given in e for atoms 1 to 2: C -0.622; N 0.028

---

Which value of molecular weight does entry 1 give?
480.2 g/mol